Entry 1:
The molecule C2H4N2O3 in a non-equilibrium geometry, computed with wB97M-V/def2-TZVPD.

Last column: Mulliken charge in e.
Geometry (Å):
N: -0.254 1.502 -0.157  -0.639
N: -0.152 0.094 -0.208  0.101
C: -1.046 -1.324 0.013  0.239
O: -1.971 -1.328 0.746  -0.438
C: 1.036 -0.460 0.096  0.580
O: 0.917 -1.651 0.446  -0.580
O: 2.111 0.292 0.234  -0.469
H: -0.723 1.817 -1.004  0.239
H: -0.852 1.773 0.618  0.236
H: -0.886 -1.934 -0.878  0.317
H: 1.822 1.218 0.095  0.414

Calculated values
M ... 104.065 g mol⁻¹
Structure (SMILES) ... NN(C=O)C(=O)O
Largest force on an atom ... 0.0554 hartree/bohr
Relative energy (zero: lowest compared OMol25 entry of this formula, charge and spin) ... 64.6 kcal/mol
DFT total energy ... -413.788774 Eh
HOMO-LUMO gap ... 10.58 eV

=====

Entry 2:
The molecule C4H8O3 in a non-equilibrium geometry, computed with wB97M-V/def2-TZVPD.

Last column: Mulliken charge in e.
Geometry (Å):
C: -0.938 -1.344 -0.752  -1.182
C: -0.338 -0.443 0.266  -0.317
C: 1.422 0.000 0.419  -0.472
O: 1.660 -0.035 1.807  -0.483
C: 0.352 0.787 -0.116  0.991
O: 0.225 1.291 -1.381  -0.672
O: -0.953 1.793 0.448  -0.789
H: -0.477 -2.334 -0.660  0.290
H: -0.756 -1.017 -1.778  0.303
H: -2.014 -1.457 -0.598  0.344
H: -0.710 -0.612 1.270  0.440
H: 2.302 -0.049 -0.215  0.382
H: 2.558 -0.326 2.018  0.332
H: -0.454 2.162 -0.983  0.518
H: -1.879 1.584 0.255  0.317

Calculated values
M ... 104.105 g mol⁻¹
Structure (SMILES) ... C[C@H]1[C@H](O)C1(O)O
Largest force on an atom ... 0.1404 hartree/bohr
Relative energy (zero: lowest compared OMol25 entry of this formula, charge and spin) ... 154.1 kcal/mol
DFT total energy ... -382.719243 Eh
HOMO-LUMO gap ... 8.80 eV

=====

Entry 3:
The molecule C18H21NO3, computed with wB97M-V/def2-TZVPD.

Last column: Mulliken charge in e.
Geometry (Å):
C: -5.986 4.892 -0.592  -1.133
C: -4.837 5.808 -0.994  -0.498
C: -3.709 5.090 -1.739  -0.673
C: -2.970 4.048 -0.887  -0.784
C: -3.425 2.607 -1.133  -0.376
C: -2.833 2.043 -2.428  -0.796
O: -1.422 1.959 -2.391  -0.467
C: -0.816 0.982 -1.670  0.653
C: -1.457 -0.084 -1.043  -0.015
C: -0.718 -1.029 -0.355  -1.061
C: 0.662 -0.926 -0.283  0.241
O: 1.333 -1.946 0.386  -0.281
C: 2.383 -1.682 1.177  0.704
O: 2.813 -0.582 1.417  -0.585
C: 2.952 -2.930 1.749  -0.018
C: 3.981 -2.833 2.685  -0.388
C: 4.513 -3.995 3.213  -0.412
C: 3.991 -5.208 2.784  -0.288
N: 3.017 -5.310 1.894  -0.630
C: 2.511 -4.202 1.388  -0.085
C: 1.314 0.127 -0.912  -0.276
C: 0.576 1.069 -1.594  -0.696
H: -6.392 4.383 -1.464  0.286
H: -6.785 5.471 -0.134  0.369
H: -5.657 4.145 0.126  0.271
H: -4.428 6.286 -0.101  0.323
H: -5.226 6.598 -1.640  0.351
H: -4.120 4.615 -2.632  0.314
H: -2.997 5.847 -2.073  0.292
H: -3.103 4.292 0.169  0.447
H: -1.900 4.094 -1.096  0.332
H: -3.099 1.985 -0.297  0.433
H: -4.511 2.551 -1.198  0.348
H: -3.037 2.722 -3.260  0.416
H: -3.274 1.067 -2.665  0.318
H: -2.529 -0.196 -1.081  0.363
H: -1.210 -1.856 0.132  0.433
H: 4.338 -1.856 2.975  0.468
H: 5.310 -3.964 3.939  0.387
H: 4.369 -6.147 3.167  0.373
H: 1.720 -4.330 0.662  0.506
H: 2.388 0.211 -0.864  0.421
H: 1.063 1.894 -2.090  0.413

Calculated values
M ... 299.370 g mol⁻¹
Structure (SMILES) ... CCCCCCOc1ccc(OC(=O)c2cccnc2)cc1
Largest force on an atom ... 0.0118 hartree/bohr
Relative energy (zero: lowest compared OMol25 entry of this formula, charge and spin) ... 16.9 kcal/mol
DFT total energy ... -978.977819 Eh
HOMO-LUMO gap ... 8.66 eV

=====

Entry 4:
A cluster of 2 separate species, C5H13NO in total in a non-equilibrium geometry, computed with wB97M-V/def2-TZVPD.

Last column: Mulliken spin population.
Geometry (Å):
C: -0.733 -0.988 2.858  0.000
C: -0.564 -1.989 1.713  0.000
H: -1.685 -1.167 3.354  0.000
H: 0.132 -0.961 3.512  0.000
H: -0.829 0.037 2.461  0.000
H: -0.219 -2.937 2.113  0.000
H: -1.517 -2.070 1.183  0.000
H: 0.187 -1.694 0.964  0.000
C: 1.113 0.545 -1.316  0.049
C: 1.576 1.932 -1.807  0.003
C: -0.283 0.281 -1.816  -0.004
O: -0.429 -0.195 -2.975  0.891
N: -1.318 0.590 -1.086  0.032
H: 1.785 -0.232 -1.659  0.003
H: 1.140 0.604 -0.229  0.016
H: 0.837 2.625 -2.208  0.003
H: 2.349 1.873 -2.573  0.001
H: -2.261 0.447 -1.434  0.002
H: -1.282 0.820 -0.102  -0.001
H: 1.999 2.479 -0.953  0.004

Calculated values
M ... 103.165 g mol⁻¹
Largest force on an atom ... 0.0235 hartree/bohr
Relative energy (zero: lowest compared OMol25 entry of this formula, charge and spin) ... 32.5 kcal/mol
Spin multiplicity ... 2
DFT total energy ... -327.963540 Eh
Total charge ... +1
HOMO-LUMO gap (spin up / spin down) ... 10.86 / 6.00 eV

=====

Entry 5:
A structure of composition C24H37GaN9S in a non-equilibrium geometry, computed with wB97M-V/def2-TZVPD.

Last column: Mulliken charge in e.
Geometry (Å):
Ga: 0.953 -0.082 -0.455  -0.890
C: 1.500 0.331 4.613  -1.056
N: 1.529 -0.818 3.731  0.001
C: 1.838 -2.097 4.371  -0.770
C: 1.629 -3.117 3.256  -0.659
N: 1.321 -2.282 2.104  0.243
C: 0.948 -2.978 0.908  -0.700
C: 1.220 -0.975 2.439  0.751
N: 0.881 -0.045 1.530  0.115
C: 0.981 1.387 1.834  -0.725
C: 0.320 2.225 0.729  -1.143
N: 0.877 1.898 -0.587  -0.070
C: 0.960 2.788 -1.589  0.809
N: 0.620 4.083 -1.612  0.017
C: -0.139 4.924 -0.711  -1.101
C: 1.046 4.720 -2.860  -0.691
C: 1.562 3.558 -3.706  -0.662
N: 1.486 2.432 -2.783  0.156
C: 1.842 1.122 -3.244  -0.681
H: 1.952 0.034 5.558  0.399
H: 0.478 0.653 4.822  0.379
H: 2.084 1.166 4.233  0.400
H: 1.169 -2.263 5.220  0.443
H: 2.865 -2.087 4.748  0.410
H: 0.801 -3.801 3.462  0.350
H: 2.514 -3.726 3.060  0.383
H: 1.751 -3.671 0.640  0.324
H: 0.782 -2.294 0.068  0.042
H: 0.036 -3.563 1.074  0.319
H: 2.035 1.675 1.915  0.342
H: 0.466 1.638 2.763  0.600
H: 0.485 3.272 0.983  0.705
H: -0.757 2.005 0.739  0.142
H: -0.968 4.392 -0.252  0.457
H: -0.567 5.731 -1.304  0.367
H: 0.494 5.381 0.052  0.367
H: 1.820 5.465 -2.648  0.358
H: 0.203 5.235 -3.328  0.454
H: 2.592 3.704 -4.041  0.346
H: 0.937 3.384 -4.588  0.409
H: 1.859 1.142 -4.335  0.434
H: 1.103 0.361 -2.933  0.280
H: 2.840 0.827 -2.903  -0.004
C: 4.451 -1.919 -1.137  -1.063
S: 3.468 -0.736 -0.167  0.433
C: 4.314 0.818 -0.588  -0.998
H: 5.481 -1.801 -0.802  0.450
H: 4.378 -1.740 -2.205  0.348
H: 4.114 -2.924 -0.901  0.354
H: 4.628 0.804 -1.629  0.407
H: 5.187 0.903 0.056  0.498
H: 3.638 1.652 -0.400  0.195
N: -8.628 -4.380 0.999  -0.367
C: -7.728 -3.814 0.581  -0.105
C: -6.579 -3.134 0.100  0.496
C: -5.365 -3.819 0.045  -0.819
C: -4.221 -3.164 -0.362  -0.286
C: -4.294 -1.816 -0.709  0.771
C: -5.511 -1.141 -0.704  -0.555
C: -6.655 -1.798 -0.295  -0.907
N: -3.102 -1.124 -1.047  0.183
C: -2.953 -0.177 -2.019  -0.534
C: -1.648 0.204 -2.002  -0.348
N: -0.996 -0.492 -1.016  -0.282
C: -1.917 -1.287 -0.459  -0.321
H: -5.329 -4.860 0.325  0.480
H: -3.292 -3.707 -0.444  0.553
H: -5.559 -0.104 -0.998  0.461
H: -7.600 -1.279 -0.268  0.482
H: -3.746 0.137 -2.666  0.517
H: -1.148 0.913 -2.632  0.454
H: -1.738 -1.949 0.369  0.853

Calculated values
M ... 553.413 g mol⁻¹
Largest force on an atom ... 0.0263 hartree/bohr
Relative energy (zero: lowest compared OMol25 entry of this formula, charge and spin) ... 22.0 kcal/mol
DFT total energy ... -3751.629829 Eh
Total charge ... +3
HOMO-LUMO gap ... 6.18 eV

=====

Entry 6:
A structure of composition C35H30CrN13O2SSb in a non-equilibrium geometry, computed with wB97M-V/def2-TZVPD.

Last column: Mulliken spin population.
Geometry (Å):
Cr: 1.030 -0.206 0.192  3.177
C: 3.935 -1.129 -2.810  -0.004
C: 3.317 -1.046 -1.571  0.023
N: 2.324 -0.182 -1.382  -0.076
C: 1.923 0.596 -2.398  0.022
C: 2.567 0.490 -3.626  -0.003
N: 3.560 -0.363 -3.828  0.012
C: 0.817 1.533 -2.080  0.040
C: 0.346 2.441 -3.006  -0.015
C: -0.634 3.361 -2.637  -0.001
C: -1.068 3.309 -1.319  -0.004
C: -0.583 2.348 -0.442  0.027
N: 0.340 1.462 -0.818  -0.055
C: -1.070 2.312 0.957  -0.003
C: -2.401 2.604 1.262  -0.002
N: -2.862 2.540 2.497  -0.001
C: -1.996 2.177 3.441  0.000
C: -0.673 1.888 3.143  0.008
N: -0.208 1.962 1.901  0.013
C: -1.159 4.361 -3.590  0.002
C: -0.371 4.863 -4.619  0.002
C: -0.913 5.805 -5.479  -0.001
N: -2.159 6.255 -5.384  0.002
C: -2.911 5.769 -4.405  -0.001
C: -2.463 4.832 -3.487  0.002
H: 4.741 -1.830 -2.982  0.000
H: 3.597 -1.672 -0.734  -0.001
H: 2.275 1.095 -4.471  0.000
H: 0.734 2.427 -4.012  -0.001
H: -1.753 4.054 -0.944  0.000
H: -3.118 2.845 0.489  0.000
H: -2.370 2.110 4.453  0.000
H: 0.023 1.582 3.916  0.000
H: 0.662 4.571 -4.739  0.000
H: -0.314 6.221 -6.278  0.000
H: -3.925 6.144 -4.349  0.000
H: -3.142 4.462 -2.731  0.000
N: -1.141 -7.426 1.456  0.000
C: -0.698 -6.165 1.658  0.001
C: -1.078 -5.445 2.807  0.000
C: -0.663 -4.150 2.991  -0.001
C: 0.140 -3.538 2.025  0.005
C: 0.560 -4.255 0.903  -0.002
C: 0.152 -5.553 0.723  0.000
S: 0.691 -1.920 2.268  0.031
O: 0.989 -1.689 3.646  -0.006
O: 1.849 -1.730 1.307  -0.005
N: -0.240 -0.744 1.645  -0.087
C: -1.617 -0.864 1.594  -0.051
N: -2.206 -0.240 0.578  0.028
C: -3.527 -0.370 0.515  -0.005
C: -4.252 -1.114 1.428  0.008
C: -3.524 -1.708 2.445  -0.003
N: -2.208 -1.575 2.546  0.007
H: -1.712 -7.890 2.138  0.000
H: -0.859 -7.945 0.645  0.000
H: -1.704 -5.921 3.548  0.000
H: -0.952 -3.603 3.874  0.000
H: 1.212 -3.792 0.177  0.002
H: 0.462 -6.100 -0.156  0.000
H: -4.016 0.124 -0.316  0.000
H: -5.319 -1.238 1.342  0.000
H: -4.004 -2.311 3.205  0.000
N: 0.006 -1.447 -0.994  -0.088
C: -0.659 -2.338 -1.338  0.082
C: -1.433 -3.388 -1.733  0.010
C: -0.821 -4.475 -2.400  -0.001
N: -0.283 -5.360 -2.903  0.006
C: -2.775 -3.432 -1.280  0.000
N: -3.854 -3.418 -0.880  0.006
C: 3.339 0.485 3.632  -0.003
Sb: 2.762 1.166 1.711  -0.083
C: 2.774 3.262 2.064  -0.005
C: 4.699 1.048 0.803  -0.004
H: 4.060 1.202 4.022  -0.003
H: 3.800 -0.494 3.521  0.000
H: 2.481 0.394 4.294  0.001
H: 3.792 3.549 2.307  -0.002
H: 2.118 3.505 2.895  0.000
H: 2.440 3.802 1.183  0.000
H: 5.377 1.671 1.383  -0.003
H: 4.673 1.414 -0.223  0.000
H: 5.071 0.025 0.813  0.001

Calculated values
M ... 870.537 g mol⁻¹
Largest force on an atom ... 0.0238 hartree/bohr
Relative energy (zero: lowest compared OMol25 entry of this formula, charge and spin) ... 15.9 kcal/mol
Spin multiplicity ... 4
DFT total energy ... -3896.798649 Eh
Total charge ... +1
HOMO-LUMO gap (spin up / spin down) ... 6.17 / 5.94 eV

=====

Please write out number 2 again, unchanged.
The molecule C4H8O3 in a non-equilibrium geometry, computed with wB97M-V/def2-TZVPD.

Last column: Mulliken charge in e.
Geometry (Å):
C: -0.938 -1.344 -0.752  -1.182
C: -0.338 -0.443 0.266  -0.317
C: 1.422 0.000 0.419  -0.472
O: 1.660 -0.035 1.807  -0.483
C: 0.352 0.787 -0.116  0.991
O: 0.225 1.291 -1.381  -0.672
O: -0.953 1.793 0.448  -0.789
H: -0.477 -2.334 -0.660  0.290
H: -0.756 -1.017 -1.778  0.303
H: -2.014 -1.457 -0.598  0.344
H: -0.710 -0.612 1.270  0.440
H: 2.302 -0.049 -0.215  0.382
H: 2.558 -0.326 2.018  0.332
H: -0.454 2.162 -0.983  0.518
H: -1.879 1.584 0.255  0.317

Calculated values
M ... 104.105 g mol⁻¹
Structure (SMILES) ... C[C@H]1[C@H](O)C1(O)O
Largest force on an atom ... 0.1404 hartree/bohr
Relative energy (zero: lowest compared OMol25 entry of this formula, charge and spin) ... 154.1 kcal/mol
DFT total energy ... -382.719243 Eh
HOMO-LUMO gap ... 8.80 eV

=====

> Which of these has the highest M?

C35H30CrN13O2SSb

=====

> What is the formula in the fifth record?

C24H37GaN9S